{
  "formula": "C2H4N2S",
  "method": "ωB97M-V with the def2-TZVPD basis set",
  "de_lowest_kcal_mol": 30.6,
  "energy_ha": -586.2455,
  "smiles": "[H]/N=C\\C#N.S",
  "homo_ev": -9.94,
  "lumo_energy_ev": -0.232,
  "multiplicity": 1,
  "orbital_gap_ev": 9.7,
  "elements": ["H", "N", "C", "C", "N", "H", "S", "H", "H"],
  "coordinates": [[1.70, 0.90, 1.81], [1.63, 1.17, 0.88], [1.18, 0.39, 0.01], [0.57, -0.91, 0.29], [0.17, -1.92, 0.60], [1.05, 0.65, -0.94], [-2.26, -0.11, -1.48], [-2.43, -0.97, -0.46], [-1.61, 0.79, -0.71]]
}